[1]
C36H61BN8OS4Sc as an isolated structure, computed with wB97M-V/def2-TZVPD.

```
112
Properties=species:S:1:pos:R:3:lowdin_charge:R:1
Sc 1.922 -1.665 0.718 0.312
C 3.142 3.237 -0.396 -0.034
C 1.678 2.946 -0.306 -0.214
C 0.759 3.930 -0.062 0.114
C -0.623 3.640 0.005 -0.159
N -1.038 2.416 -0.203 0.206
N -0.139 1.451 -0.441 0.045
B -0.956 0.197 -0.713 -0.647
N -0.469 -0.983 -1.516 0.122
N -1.253 -0.130 -2.203 0.257
C -1.686 -0.376 -3.413 -0.089
C -1.308 -1.648 -3.934 0.117
C -0.603 -2.570 -3.214 -0.184
C -0.278 -3.922 -3.746 -0.027
C -0.157 -2.209 -1.882 -0.577
S 0.710 -3.264 -0.865 0.745
C -2.489 0.638 -4.179 -0.524
C -3.817 -0.013 -4.602 -0.004
C -1.675 1.022 -5.428 -0.008
C -2.740 1.874 -3.320 -0.037
N -2.044 -0.088 0.302 0.043
N -3.296 0.132 -0.141 0.213
C -4.279 -0.032 0.707 -0.174
C -4.021 -0.466 2.034 0.100
C -2.754 -0.694 2.477 -0.218
C -2.457 -1.146 3.870 -0.037
C -1.708 -0.472 1.537 -0.511
S -0.053 -0.627 2.015 0.786
C -5.701 0.229 0.251 -0.544
C -5.734 0.808 -1.159 -0.045
C -6.353 1.232 1.217 -0.021
C -6.464 -1.104 0.283 -0.019
C 1.187 1.622 -0.473 -0.528
S 2.288 0.307 -0.761 0.721
C -1.704 4.668 0.305 -0.538
C -2.473 4.199 1.549 -0.028
C -2.658 4.734 -0.895 -0.027
C -1.105 6.050 0.564 -0.045
H 3.330 4.298 -0.247 0.099
H 3.532 2.945 -1.372 0.097
H 3.698 2.674 0.354 0.078
H 1.096 4.947 0.085 0.131
H -1.623 -1.895 -4.939 0.143
H -0.630 -4.038 -4.768 0.101
H -0.740 -4.691 -3.123 0.106
H 0.799 -4.096 -3.712 0.100
H -3.663 -0.854 -5.278 0.093
H -4.418 0.725 -5.131 0.109
H -4.385 -0.360 -3.739 0.076
H -1.497 0.171 -6.086 0.092
H -0.715 1.465 -5.159 0.099
H -2.240 1.761 -5.995 0.107
H -3.269 1.622 -2.400 0.053
H -3.346 2.584 -3.882 0.111
H -1.803 2.373 -3.060 0.086
H -4.856 -0.625 2.703 0.138
H -3.379 -1.306 4.424 0.098
H -1.857 -0.402 4.395 0.094
H -1.887 -2.076 3.859 0.086
H -5.205 1.761 -1.211 0.079
H -6.769 0.979 -1.450 0.105
H -5.289 0.124 -1.881 0.060
H -5.804 2.175 1.239 0.091
H -6.427 0.849 2.235 0.086
H -7.367 1.442 0.880 0.103
H -6.021 -1.831 -0.401 0.096
H -7.496 -0.937 -0.025 0.103
H -6.489 -1.541 1.282 0.088
H -2.938 3.227 1.376 0.067
H -3.258 4.918 1.781 0.100
H -1.817 4.126 2.419 0.095
H -3.134 3.768 -1.069 0.063
H -2.135 5.038 -1.804 0.097
H -3.437 5.470 -0.697 0.102
H -0.425 6.050 1.419 0.096
H -1.910 6.747 0.793 0.102
H -0.580 6.441 -0.309 0.097
C 7.798 -1.876 0.200 -0.007
N 6.346 -1.635 0.156 -0.180
C 5.973 -0.491 -0.676 -0.059
C 5.460 -2.545 0.552 -0.646
S 3.944 -2.698 -0.328 0.683
N 5.753 -3.370 1.554 -0.174
C 5.095 -4.660 1.744 -0.037
C 6.698 -3.027 2.621 -0.017
H 8.197 -1.626 -0.782 0.109
H 8.005 -2.925 0.390 0.099
H 8.291 -1.255 0.945 0.105
H 6.679 0.312 -0.472 0.107
H 4.971 -0.151 -0.436 0.010
H 6.027 -0.750 -1.735 0.110
H 4.624 -4.990 0.824 0.074
H 4.355 -4.598 2.545 0.082
H 5.849 -5.390 2.034 0.113
H 6.904 -1.961 2.621 0.091
H 7.634 -3.577 2.531 0.108
H 6.237 -3.297 3.571 0.104
C 3.917 0.244 2.740 -0.041
C 3.109 -0.711 3.579 -0.205
O 2.604 -1.787 2.737 -0.376
C 2.090 -2.898 3.526 -0.217
C 1.508 -3.934 2.599 -0.085
H 4.289 1.047 3.376 0.109
H 3.312 0.700 1.954 0.042
H 4.776 -0.254 2.284 0.077
H 2.250 -0.226 4.048 0.128
H 3.717 -1.177 4.356 0.139
H 1.335 -2.501 4.207 0.134
H 2.923 -3.291 4.110 0.134
H 0.599 -3.568 2.107 0.042
H 1.198 -4.805 3.175 0.118
H 2.234 -4.277 1.854 0.058
```

The energy above the lowest of the compared OMol25 structures with the same formula, charge and spin comes out at 0.00 kJ/mol. The LUMO energy comes out at -8.2 eV. As for the total charge: +3. The calculated total energy is -116991.0208 eV.


[2]
A 9-piece molecular cluster, C36H62Br16I2N2O3 overall, computed with wB97M-V/def2-TZVPD.

```
121
Properties=species:S:1:pos:R:3:lowdin_charge:R:1
C -0.507 -3.520 3.080 0.091
C -0.444 -2.778 2.140 -0.249
C -0.397 -1.800 1.036 -0.713
I 1.531 -2.197 0.036 0.894
O -0.465 -0.541 1.584 -0.101
C -0.935 0.583 0.827 -0.334
C -1.742 0.253 -0.418 -0.095
C -0.950 -0.186 -1.673 -0.215
C -1.376 0.581 -2.950 -0.248
C -0.130 0.897 -3.799 -0.117
N 0.173 1.479 0.525 0.060
C 1.358 1.394 1.382 -0.206
C 2.289 2.566 1.001 -0.227
C 2.998 2.323 -0.358 -0.090
C -1.898 1.392 1.882 -0.360
O -1.411 1.093 3.169 -0.080
C -2.197 0.200 3.945 -0.222
C -1.380 -0.205 5.169 -0.046
O -3.211 0.949 1.667 -0.162
C -4.255 1.720 2.156 -0.607
I -5.568 2.431 0.583 0.841
C -1.708 2.897 1.689 -0.114
C -2.202 3.574 0.565 -0.047
C -1.935 4.927 0.480 -0.058
C -1.222 5.594 1.467 -0.145
N -0.758 4.961 2.542 0.077
C -1.002 3.658 2.611 -0.103
H -0.743 -4.228 3.840 0.034
H -1.204 -2.094 0.367 0.054
H -2.446 -0.546 -0.170 0.098
H -2.374 1.081 -0.724 0.097
H 0.127 -0.060 -1.576 0.044
H -1.113 -1.247 -1.875 0.102
H -1.799 1.556 -2.684 0.101
H -2.107 0.006 -3.517 0.048
H -0.381 1.454 -4.701 -0.013
H 0.450 0.001 -4.022 0.062
H 0.518 1.546 -3.200 0.073
H 0.483 1.314 -0.425 0.088
H 1.946 0.486 1.217 0.059
H 1.117 1.497 2.438 0.113
H 3.032 2.716 1.784 0.086
H 1.677 3.467 0.929 0.089
H 2.845 3.185 -1.011 0.067
H 4.072 2.207 -0.227 0.059
H 2.589 1.458 -0.885 0.055
H -2.394 -0.705 3.381 0.083
H -3.137 0.666 4.259 0.117
H -0.344 -0.297 4.833 0.089
H -1.714 -1.175 5.526 0.003
H -1.378 0.565 5.941 0.080
H -3.974 2.534 2.819 0.085
H -4.917 1.062 2.720 0.050
H -2.769 3.078 -0.207 0.057
H -2.313 5.491 -0.366 0.104
H -1.040 6.657 1.363 0.101
H -0.593 3.146 3.475 0.100
Br -7.029 -2.300 3.009 0.600
C -6.393 -2.292 1.168 -0.710
C -5.385 -3.382 0.920 -0.659
Br -3.658 -2.939 1.701 0.752
H -5.984 -1.303 0.984 0.034
H -7.278 -2.438 0.552 0.012
H -5.208 -3.494 -0.148 0.048
H -5.681 -4.338 1.340 0.053
Br 2.274 0.031 -6.841 0.634
C 1.118 0.332 -8.376 -0.687
C 0.830 1.796 -8.574 -0.690
Br -0.454 2.447 -7.266 0.650
H 0.218 -0.251 -8.210 0.051
H 1.657 -0.069 -9.232 0.058
H 0.373 1.971 -9.546 0.057
H 1.717 2.413 -8.475 0.050
Br -4.572 -1.450 -3.028 0.659
C -5.984 -0.230 -3.581 -0.670
C -6.944 0.038 -2.454 -0.702
Br -8.146 -1.463 -2.151 0.636
H -6.460 -0.673 -4.449 0.051
H -5.477 0.687 -3.874 0.063
H -7.590 0.881 -2.689 0.061
H -6.433 0.224 -1.516 -0.022
Br 3.749 -2.740 -4.506 0.583
C 4.479 -3.356 -6.199 -0.692
C 5.937 -3.009 -6.338 -0.694
Br 6.208 -1.124 -6.731 0.595
H 3.864 -2.918 -6.979 0.032
H 4.349 -4.436 -6.197 0.057
H 6.378 -3.545 -7.176 0.060
H 6.504 -3.217 -5.436 -0.006
Br 2.167 4.353 4.626 0.633
C 2.635 6.196 4.244 -0.691
C 3.317 6.322 2.908 -0.699
Br 5.164 5.709 2.976 0.596
H 3.249 6.545 5.068 0.048
H 1.691 6.738 4.236 0.056
H 3.369 7.364 2.603 0.056
H 2.823 5.740 2.136 0.038
Br 6.032 -0.687 -1.606 0.598
C 7.843 -0.058 -1.927 -0.692
C 8.215 -0.181 -3.380 -0.685
Br 8.610 -2.025 -3.856 0.631
H 8.498 -0.631 -1.278 0.050
H 7.847 0.984 -1.617 0.058
H 9.127 0.372 -3.592 0.059
H 7.424 0.153 -4.046 0.025
Br 2.946 -5.057 3.779 0.610
C 3.688 -5.593 2.063 -0.695
C 5.158 -5.282 1.981 -0.700
Br 5.477 -3.386 1.690 0.587
H 3.107 -5.088 1.297 0.023
H 3.522 -6.666 1.998 0.057
H 5.609 -5.783 1.127 0.056
H 5.692 -5.557 2.884 0.047
Br -1.449 -3.390 7.167 0.636
C -3.360 -3.236 6.826 -0.692
C -4.120 -4.423 7.351 -0.696
Br -3.893 -5.982 6.210 0.601
H -3.478 -3.107 5.753 0.045
H -3.671 -2.327 7.336 0.063
H -5.188 -4.219 7.353 0.058
H -3.804 -4.715 8.347 0.049
```

The LUMO energy comes out at 0.1 eV. As for the SMILES: C#C[C@H](I)O[C@](CCCC)(NCCC)[C@](OCC)(OCI)c1cccnc1.BrCCBr.BrCCBr.BrCCBr.BrCCBr.BrCCBr.BrCCBr.BrCCBr.BrCCBr. The calculated total energy is -1184339.5554 eV.


[3]
One molecule with the formula C36H62N4, computed with wB97M-V/def2-TZVPD.

```
102
Properties=species:S:1:pos:R:3:nbo_charge:R:1
C 2.657 -3.813 7.530 -0.601
H 2.237 -4.078 8.498 0.206
C 2.036 -2.523 7.009 -0.388
C 2.604 -2.124 5.650 -0.389
C 1.982 -0.834 5.120 -0.390
C 2.486 -0.483 3.723 -0.375
C 1.903 0.832 3.213 -0.403
C 2.250 1.072 1.748 -0.387
H 1.853 0.246 1.154 0.191
C 1.674 2.399 1.228 -0.235
N 0.265 2.540 1.467 -0.507
C -0.606 1.917 0.759 0.209
C -2.004 2.079 1.096 -0.276
C -2.977 1.437 0.426 0.022
N -2.715 0.599 -0.622 -0.399
C -1.414 0.406 -0.982 0.046
C -0.389 1.023 -0.366 -0.356
H 0.616 0.827 -0.706 0.233
H -1.252 -0.295 -1.788 0.235
C -3.763 -0.076 -1.349 -0.202
H -3.543 -1.150 -1.353 0.208
C -3.905 0.391 -2.804 -0.411
H -2.921 0.408 -3.273 0.209
C -4.593 1.745 -2.990 -0.391
H -4.786 1.872 -4.059 0.203
C -3.819 2.968 -2.494 -0.397
H -4.419 3.854 -2.719 0.202
C -2.444 3.132 -3.137 -0.408
C -1.807 4.467 -2.753 -0.391
C -0.348 4.579 -3.201 -0.382
C 0.584 3.804 -2.272 -0.426
C 2.042 3.776 -2.730 -0.404
H 2.372 4.784 -2.988 0.210
H 2.660 3.426 -1.900 0.207
C 2.287 2.863 -3.941 -0.199
N 1.848 1.507 -3.708 -0.396
C 2.560 0.674 -2.893 0.051
C 2.152 -0.569 -2.578 -0.346
C 0.894 -1.105 -3.079 0.196
N 0.339 -2.239 -2.859 -0.508
C 0.907 -3.275 -2.049 -0.231
C 0.086 -3.466 -0.763 -0.396
H 0.265 -4.469 -0.377 0.199
C 0.434 -2.410 0.286 -0.411
C -0.614 -2.222 1.389 -0.388
C -0.463 -3.141 2.602 -0.389
C -0.696 -4.621 2.305 -0.399
C -0.917 -5.455 3.567 -0.386
C 0.298 -5.479 4.488 -0.610
H 1.179 -5.819 3.946 0.200
H 0.128 -6.156 5.323 0.209
H 0.497 -4.490 4.889 0.201
H -1.158 -6.479 3.270 0.197
H -1.776 -5.061 4.115 0.191
H -1.576 -4.719 1.664 0.198
H 0.159 -5.027 1.761 0.192
H -1.186 -2.820 3.357 0.196
H 0.534 -3.005 3.025 0.193
H -0.545 -1.191 1.749 0.211
H -1.612 -2.347 0.961 0.189
H 0.540 -1.459 -0.237 0.210
H 1.400 -2.648 0.737 0.194
H -0.970 -3.388 -1.029 0.200
H 1.966 -3.128 -1.787 0.157
H 0.834 -4.194 -2.644 0.196
C 0.195 -0.180 -3.952 -0.247
C 0.669 1.046 -4.224 0.013
H 0.146 1.729 -4.877 0.211
H -0.726 -0.521 -4.397 0.224
H 2.770 -1.171 -1.931 0.229
H 3.488 1.080 -2.515 0.212
H 1.757 3.249 -4.813 0.207
H 3.358 2.855 -4.171 0.205
H 0.540 4.260 -1.281 0.221
H 0.225 2.779 -2.164 0.216
H -0.049 5.630 -3.203 0.202
H -0.263 4.212 -4.226 0.180
H -1.853 4.588 -1.668 0.204
H -2.388 5.277 -3.202 0.199
H -1.793 2.319 -2.814 0.206
H -2.541 3.075 -4.224 0.190
H -3.699 2.928 -1.411 0.203
H -5.563 1.719 -2.487 0.198
H -4.501 -0.361 -3.326 0.215
H -4.707 0.077 -0.820 0.205
H -4.020 1.544 0.691 0.208
H -2.242 2.725 1.924 0.232
H 1.930 2.494 0.160 0.161
H 2.156 3.225 1.764 0.190
H 3.336 1.089 1.620 0.194
H 0.816 0.818 3.314 0.210
H 2.277 1.661 3.817 0.194
H 3.577 -0.418 3.734 0.189
H 2.212 -1.286 3.033 0.188
H 0.895 -0.942 5.090 0.194
H 2.212 -0.014 5.805 0.194
H 2.426 -2.932 4.935 0.191
H 3.686 -1.996 5.734 0.192
H 0.954 -2.650 6.924 0.192
H 2.216 -1.717 7.725 0.194
H 3.733 -3.699 7.644 0.199
H 2.471 -4.632 6.839 0.201
```

The energy above the lowest of the compared OMol25 structures with the same formula, charge and spin comes out at 22.49 kJ/mol. The LUMO energy comes out at 0.7 eV. The calculated total energy is -44299.0027 eV.


> Which of these has the lowest calculated total energy?

C36H62Br16I2N2O3


> Number 2 is which compound?

C36H62Br16I2N2O3


> Number 3 is which compound?

C36H62N4


> The highest LUMO belongs to which entry?

C36H62N4